This record from the Open Molecules 2025 dataset describes 2 unconnected molecules or ions with the total composition H4S4. The level of theory is the ωB97M-V functional and the def2-TZVPD basis.

Each line ends with the Löwdin charge.
CARTESIAN COORDINATES (ANGSTROEM)
S: 2.91171 -0.37418 0.21168  0.2101
S: 2.28187 0.64044 -1.44361  0.2180
H: 2.78254 0.51403 1.20874  -0.2088
H: 0.94946 0.46090 -1.47150  -0.2188
S: -2.99887 0.07179 -0.33439  0.1954
S: -2.25587 -0.43012 1.48252  0.2088
H: -2.37577 -0.79242 -1.18992  -0.1913
H: -1.14084 0.29596 1.63580  -0.2134

Properties
F_max   0.9 eV Å⁻¹
Kohn-Sham gap   9.898 eV
SMILES   SS.SS
E_HOMO   -9.754 eV
Energy above the lowest of the compared OMol25 structures with the same formula, charge and spin   3.3 kcal/mol
Energy   -1595.12129 Ha